ORCA calculation (wB97M-V/def2-TZVPD) on an isolated molecule of C3H3NS2 in a non-equilibrium geometry.

ORCA input file:
```
! wB97M-V def2-TZVPD RIJCOSX def2/J DEFGRID3
* xyz 0 1
C -1.4538 0.7744 -0.0912
C -0.6789 -0.4077 -0.1635
C 0.7448 -0.5466 0.1809
N -2.2295 1.6131 -0.1982
S -1.5391 -1.6860 -0.9751
S 1.9596 0.8253 0.5486
H 1.3583 -1.2804 -0.3604
H 0.6595 -1.0426 1.0561
H 1.1792 1.7504 0.0026
*
```

Summary:
Orbital gap (alpha / beta) in eV: 7.6469 / 7.6476
HOMO (alpha / beta) in eV: -9.688 / -9.688
Maximum force in eV/Å: 4.611
E in Eh: -967.1605
Energy relative to the best compared isomer or geometry (same formula, charge and spin) in kJ/mol: 145.5

---

ORCA calculation (wB97M-V/def2-TZVPD) on a structure of composition C26H32BrN8OPd.

ORCA input file:
```
! wB97M-V def2-TZVPD RIJCOSX def2/J DEFGRID3
* xyz 1 3
Pd -0.7498 -0.1245 0.6499
O -3.5259 -2.4749 5.0110
C -2.4562 -2.4504 4.2029
C -1.3683 -3.3210 4.3785
C -0.3080 -3.2433 3.5134
N -0.3386 -2.3400 2.5171
C -1.3110 -1.5483 2.3800
Br -2.6676 1.2486 1.2996
C -2.4481 -1.5157 3.1713
H -3.4301 -3.1436 5.7003
H -1.3662 -4.0434 5.1850
H 0.5629 -3.8800 3.5898
H -3.2530 -0.8157 3.0163
C 3.3525 2.0785 -0.6126
N 2.5325 2.2568 0.5727
C 2.8756 3.3537 1.4767
C 1.7847 3.2475 2.5335
N 1.4545 1.8323 2.4484
C 0.5539 1.2124 3.3904
C 1.7847 1.3392 1.2360
N 1.3710 0.1401 0.8579
C 1.9946 -0.5700 -0.2546
C 1.3609 -1.9445 -0.2897
N -0.0665 -1.7459 -0.5247
C -0.8553 -2.7190 -0.9192
N -0.6536 -4.0747 -0.8379
C 0.5999 -4.7982 -0.7074
C -1.7130 -4.7629 -1.5758
C -2.8313 -3.7362 -1.5582
N -2.0737 -2.4983 -1.4593
C -2.7421 -1.2244 -1.6225
H 3.7223 3.0609 -0.8978
H 2.7674 1.6965 -1.4415
H 4.2154 1.4328 -0.4324
H 2.8600 4.3007 0.9419
H 3.8722 3.2021 1.9055
H 0.9125 3.8609 2.2862
H 2.1298 3.5049 3.5325
H 0.7861 1.5948 4.3833
H 0.7226 0.1374 3.3787
H -0.4946 1.4250 3.1656
H 3.0701 -0.6556 -0.0913
H 1.8043 -0.0930 -1.2183
H 1.5441 -2.4272 0.6760
H 1.8082 -2.5332 -1.0890
H 1.1539 -4.4835 0.1694
H 1.2309 -4.7113 -1.5961
H 0.3496 -5.8494 -0.5789
H -1.9774 -5.6922 -1.0757
H -1.3878 -4.9892 -2.5974
H -3.4886 -3.8601 -0.6907
H -3.4367 -3.7430 -2.4619
H -3.4793 -1.3342 -2.4159
H -2.0249 -0.4624 -1.9158
H -3.2511 -0.9045 -0.7105
N 0.6637 7.0340 -6.0632
C 0.4764 6.1953 -5.3005
C 0.2490 5.1458 -4.3522
C -0.6475 5.3367 -3.3029
C -0.8597 4.3246 -2.3848
C -0.1786 3.1121 -2.5052
C 0.7152 2.9267 -3.5651
C 0.9299 3.9349 -4.4840
C -0.3867 2.0712 -1.5454
C -0.5603 1.1904 -0.7404
H -1.1733 6.2774 -3.2133
H -1.5557 4.4639 -1.5690
H 1.2311 1.9803 -3.6629
H 1.6182 3.7951 -5.3061
*
```

Summary:
Orbital gap (alpha / beta) in eV: 7.7951 / 5.6144
HOMO (alpha / beta) in eV: -10.821 / -10.814
Maximum force in eV/Å: 0.648
E in Eh: -4224.7939

---

ORCA calculation (wB97M-V/def2-TZVPD) on the ion C3H8ClNO3P with charge -1 in a non-equilibrium geometry.

ORCA input file:
```
! wB97M-V def2-TZVPD RIJCOSX def2/J DEFGRID3
* xyz -1 3
C -0.4421 1.0798 1.2709
C -1.1833 -1.0905 -0.1692
C -0.0774 0.4177 -0.0975
N -0.2507 1.2363 -1.2484
O 2.6096 0.5544 -0.1506
O 1.5720 -1.4662 1.1132
O 1.5174 -1.3293 -1.3980
P 1.5666 -0.4630 0.0590
Cl -2.9292 -0.7323 -0.2130
H -0.1807 2.1958 1.4725
H 0.1756 0.5395 2.0443
H -1.5235 0.7904 1.5554
H -0.9352 -1.4679 0.7807
H -0.9110 -1.6044 -1.0727
H 0.6176 1.5810 -1.7289
H 1.2425 -2.2280 -1.2755
H -0.8682 1.9867 -0.9421
*
```

Summary:
Orbital gap (alpha / beta) in eV: 3.2312 / 6.5250
HOMO (alpha / beta) in eV: 0.118 / -6.740
Maximum force in eV/Å: 3.618
E in Eh: -1201.0787